# 1
ORCA calculation (the ωB97M-V functional and the def2-TZVPD basis) on a 10-piece molecular cluster, C45H60N10O15 overall in a non-equilibrium geometry.

## Properties
HOMO-LUMO gap (eV): 6.57
SMILES: O=[N+]([O-])c1ccccc1.O=[N+]([O-])c1ccccc1.O=[N+]([O-])c1ccccc1.O=[N+]([O-])c1ccccc1.O=[N+]([O-])c1ccccc1.CN(C)C=O.CN(C)C=O.CN(C)C=O.CN(C)C=O.CN(C)C=O
Energy (eV): -93210.6206

Geometry (Å):
1 O -6.1030 2.0854 -3.9335
2 O 2.8145 -2.0097 3.2079
3 O 2.5657 0.3959 -3.1139
4 O 0.1205 4.6892 -4.2621
5 O 3.3774 2.3398 -2.0724
6 O 1.5118 -6.8033 1.2588
7 O -3.0898 -3.0608 2.8425
8 O 3.6902 -6.3647 1.2734
9 O -4.5750 3.6648 -4.0558
10 O -5.2756 2.3198 2.4494
11 O -3.5243 2.6315 1.1945
12 O 0.7592 0.5442 1.4713
13 O 6.2828 4.1864 1.1161
14 O -2.9808 -2.1456 7.3437
15 O 4.3897 3.5891 1.9509
16 N -4.7734 2.7247 1.4260
17 N 1.3890 -2.3460 5.0306
18 N -4.8937 2.4950 -4.0359
19 N -2.9855 -0.5375 5.8381
20 N 2.5657 -6.2438 0.7495
21 N 5.5577 3.2707 1.3920
22 N 3.5645 1.2952 -2.8150
23 N -0.7101 0.0305 -0.0451
24 N -0.5430 4.3607 -2.1353
25 N -2.3827 -4.2926 1.0721
26 C 1.2998 -5.3018 -1.3210
27 C 4.9402 -0.0796 -4.5493
28 C 7.4596 1.2244 -3.6209
29 C -2.4752 1.8343 -4.1305
30 C 1.6283 -2.0574 3.6982
31 C 4.8631 0.8811 -3.3560
32 C 0.3622 -0.3563 -0.9747
33 C -3.1402 -1.8198 6.1447
34 C -3.2229 -3.2832 1.6036
35 C -2.4144 -4.5371 -0.4580
36 C -1.4138 0.7461 -4.2720
37 C -0.0232 -2.3616 5.5734
38 C 0.3364 4.1738 -3.1352
39 C 3.5536 -4.4305 -0.8053
40 C 0.9219 -4.1532 -2.0887
41 C 3.2878 -3.3650 -1.8617
42 C 2.3840 -5.3387 -0.3617
43 C -5.4061 3.7559 0.6351
44 C 7.5581 -0.1110 -4.4125
45 C -1.9172 -0.6301 -4.4798
46 C -6.4324 4.7060 1.2802
47 C -2.1258 -0.0303 -0.3490
48 C -1.6538 5.3212 -2.3066
49 C -4.4296 0.0281 -4.2094
50 C -5.0571 3.8975 -0.7889
51 C -2.4086 0.4684 6.7348
52 C 2.0925 -3.1791 -2.5366
53 C 6.3560 -0.6487 -4.9814
54 C -0.5672 3.5271 -0.9981
55 C -3.4919 0.1033 4.5563
56 C -3.9778 1.4272 -4.0846
57 C -5.7589 5.0786 -1.5994
58 C 6.0640 -1.0173 -0.1345
59 C -3.2628 -1.0273 -4.4806
60 C 6.9859 1.2782 0.5011
61 C 7.1407 -0.0843 -0.1564
62 C -0.3864 0.4252 1.1693
63 C -7.2296 5.6016 0.4580
64 C -1.3165 -4.9490 1.7796
65 C 2.4689 -2.7242 5.9389
66 C 4.5851 -0.4791 0.4402
67 C -6.7752 5.8329 -0.9680
68 C 5.5966 1.8892 0.8163
69 C 4.4036 0.9118 0.7955
70 C 6.1435 1.6574 -2.9319
71 H 0.8121 -1.2614 -0.8241
72 H 0.7454 -1.8674 3.0083
73 H -2.6416 -0.5666 0.5501
74 H -0.1914 -2.8617 6.4086
75 H 4.0773 -0.5544 -4.8954
76 H -6.6641 4.3706 2.1488
77 H 1.1609 0.5410 -0.8033
78 H -4.1359 3.4907 -0.9366
79 H -0.0525 -1.2267 6.0854
80 H 1.2269 3.4302 -3.1066
81 H -0.7954 -2.6570 4.7522
82 H 0.4509 -5.9186 -1.2276
83 H 0.0300 -0.3638 -2.0004
84 H -3.3109 -4.2687 -0.9197
85 H -5.4131 5.4732 -2.5749
86 H -2.4143 -0.4133 -1.2339
87 H -0.6821 2.5718 -1.2780
88 H -1.2752 -1.4327 -4.4846
89 H 3.8763 -1.3135 0.4165
90 H 8.1679 -0.3752 -0.4206
91 H -0.3149 1.1940 -3.9788
92 H 1.7715 -2.3762 -3.1773
93 H -1.6248 0.2786 7.2115
94 H 2.1887 -2.7065 6.9723
95 H -7.1984 6.5855 -1.4387
96 H -2.9795 0.8211 4.0120
97 H -3.8532 -2.9602 0.9272
98 H -2.7525 1.0502 -0.3766
99 H 6.3948 -2.0413 -0.3990
100 H -1.1342 -4.5213 2.8757
101 H -3.4977 0.9409 7.2485
102 H 7.7278 2.0025 0.6167
103 H -0.5400 -4.4004 1.2415
104 H 5.9467 2.3155 -2.0801
105 H 8.3910 -0.5364 -4.7902
106 H -4.2729 0.8391 4.8119
107 H -3.8825 -0.4519 3.9892
108 H -5.5713 -0.2108 -4.1951
109 H 4.3209 -4.5105 -0.2334
110 H -3.6215 -2.3511 5.3666
111 H -2.2295 5.3493 -1.3164
112 H -2.3219 3.0244 -3.9115
113 H 0.1984 3.4658 -0.2880
114 H -1.3090 6.3324 -2.3919
115 H -1.1219 -6.0262 1.6336
116 H -7.9518 6.4310 0.7467
117 H 3.5154 1.2627 1.1557
118 H -1.9968 1.2473 6.0420
119 H -2.3731 5.1334 -3.0277
120 H 4.2073 -2.6957 -2.2140
121 H -3.6950 -1.8852 -4.6100
122 H 6.5346 -1.3018 -5.8639
123 H -1.4834 -4.3423 -1.0351
124 H -0.1053 -4.0765 -2.5266
125 H -1.6043 3.5954 -0.3968
126 H -2.3663 -5.7166 -0.6075
127 H 3.0129 -1.8366 6.0464
128 H -1.2153 0.5355 1.7631
129 H 8.4626 1.6842 -3.0919
130 H 3.0764 -3.5616 5.7053

Forces on the atoms, in the same order (eV/Å):
O 2.4 1.6 -0.3
O -3.8 -0.3 1.6
O 4.1 4.4 1.4
O 0.7 -0.6 2.1
O 1.1 -4.4 -3.3
O 3.1 1.8 -2.2
O -1.3 0.7 -3.2
O -2.2 0.4 -1.6
O 0.2 -0.5 -0.1
O -0.6 -0.5 -0.7
O -2.4 -0.9 0.0
O 2.4 0.6 1.8
O 1.8 -1.2 -0.2
O 0.3 -0.8 -2.0
O 3.9 -2.2 -1.3
N 3.8 2.1 1.2
N -1.7 -1.5 -1.0
N -4.4 -0.7 0.8
N 1.4 2.5 -3.0
N -1.3 -1.8 3.1
N -6.7 1.7 0.5
N -4.1 -1.2 1.0
N -1.4 -1.1 -2.7
N -0.1 1.2 -0.2
N -3.2 1.1 -2.7
C -1.2 2.6 1.6
C 5.1 0.9 3.4
C -1.0 -1.6 3.3
C -1.0 -1.8 0.6
C 3.3 -0.2 -0.5
C 3.9 0.3 -2.9
C 0.4 5.4 0.3
C -0.6 1.5 3.8
C 6.6 -5.0 6.5
C 2.3 -4.1 2.2
C -2.7 3.1 1.4
C 1.2 5.6 -3.8
C -0.2 0.0 -3.7
C -9.8 0.2 -3.6
C 4.6 0.5 -1.2
C 2.7 -0.8 0.6
C 3.1 3.4 -4.9
C -3.3 3.5 -3.8
C -6.2 4.8 1.4
C -1.6 2.8 1.0
C 1.0 0.0 -8.6
C -2.1 3.1 4.6
C 0.6 0.3 3.6
C 3.1 0.9 -0.8
C -4.4 4.8 3.0
C -9.7 3.7 -4.9
C -3.7 -3.5 3.2
C -1.9 3.1 1.8
C -3.8 0.8 2.5
C 2.9 6.8 9.9
C 4.8 -3.1 -1.1
C 0.6 -1.5 3.2
C -1.2 3.8 1.7
C -1.2 9.6 1.8
C -5.9 -0.6 -1.2
C -1.9 1.7 2.5
C 1.3 -0.7 -1.6
C 3.3 0.1 -1.5
C 2.2 2.6 1.4
C -0.8 1.7 0.0
C 4.6 0.8 -1.7
C 2.7 -5.6 4.4
C 3.1 -5.3 -0.5
C 5.1 -1.6 -1.1
C -0.3 -4.4 -3.5
H 1.1 -2.4 1.1
H 0.7 -0.2 1.2
H 0.6 0.7 -1.8
H -0.1 -3.2 3.4
H -1.2 -0.4 -0.6
H -1.7 -1.2 6.0
H -1.5 -2.5 -0.9
H 2.2 -1.5 -1.7
H -1.0 -2.5 -1.9
H -1.4 1.1 1.0
H 1.3 1.1 1.5
H -0.6 -1.3 0.6
H -0.4 0.4 -0.3
H -1.3 1.0 -0.5
H -0.1 -1.0 0.7
H -0.3 -1.9 -3.0
H -0.1 -3.9 -1.4
H 1.9 -1.5 -0.4
H -0.3 1.0 0.4
H -0.6 0.1 0.0
H -2.7 -1.9 -1.3
H 0.7 0.3 -0.2
H 5.7 -2.6 5.2
H -1.2 -1.0 0.5
H -2.0 3.4 -2.4
H 2.9 0.7 -0.8
H -3.5 2.4 -3.2
H 2.1 -2.4 0.2
H -1.2 0.5 0.1
H -1.1 -1.4 -2.3
H 3.8 -1.0 -0.6
H 1.6 0.6 0.0
H 1.4 -0.8 0.3
H 0.8 0.2 -0.6
H 3.1 -0.8 -0.7
H -0.5 -0.5 0.7
H -5.3 -8.7 -7.9
H 2.6 0.3 0.0
H 5.3 0.0 3.2
H -0.2 -1.4 -0.9
H 0.9 -0.3 -1.3
H 0.1 -3.4 -0.8
H 1.6 1.0 0.9
H 0.5 0.5 -0.5
H -0.8 0.5 0.2
H 0.9 -1.8 0.4
H -2.4 0.7 0.8
H -0.8 -0.2 0.5
H -1.0 -0.8 -1.9
H -2.0 -1.5 1.1
H -1.3 -5.4 -0.8
H -0.9 0.1 1.0
H -0.6 1.1 0.8
H 1.3 -0.2 0.2
H 2.4 0.5 -1.2
H -0.5 2.0 0.6
H 2.0 1.2 -0.6
H -2.2 0.7 2.1
H -2.7 -1.2 -1.8
H 0.3 -0.7 -0.6

---

# 2
ORCA calculation (the ωB97M-V functional and the def2-TZVPD basis) on a 2-piece molecular cluster, C22H45N5O3P overall in a non-equilibrium geometry.

## Properties
Charge: +1
HOMO-LUMO gap (eV): 5.94
Energy (eV): -46416.0671

Geometry (Å):
1 P -2.0353 3.8521 -3.0674
2 O -2.9877 -1.3845 0.9454
3 O -0.8035 4.3304 -3.8022
4 O 4.5339 -4.8360 3.2527
5 N -2.7780 5.3992 -2.8817
6 N -1.1511 3.3466 -1.6349
7 N -3.4238 2.9887 -2.5240
8 N 3.4555 0.5581 2.7880
9 N 0.5618 -0.8231 1.4665
10 C -3.6088 2.2244 -1.3049
11 C -1.6629 -1.1784 0.6873
12 C -3.1884 -2.6600 1.5881
13 C 3.4384 -5.7135 3.0694
14 C 1.4185 -0.6754 2.6643
15 C 3.6326 -6.7239 1.8993
16 C -3.4202 5.9366 -1.7014
17 C 4.3525 -3.5677 2.6709
18 C 0.1271 -0.9700 -0.8581
19 C -0.7608 -0.9999 1.6909
20 C -1.2274 -1.1441 -0.6452
21 C 3.1721 -2.0952 0.0452
22 C -1.1851 4.0753 -0.3790
23 C 4.9222 -3.4363 1.2469
24 C -3.2352 6.0284 -4.1232
25 C 1.0150 -0.8288 0.2021
26 C -4.6425 3.0874 -3.3305
27 C -2.9139 -3.8844 0.6931
28 C 0.2563 3.0255 -1.8809
29 C 2.4856 -0.6909 -0.1301
30 C 2.1906 0.6403 2.7544
31 C 4.6101 -2.0440 0.6028
32 H 3.2887 -3.2700 2.6556
33 H -4.0927 5.5073 -4.5656
34 H 4.7006 -6.7578 1.6620
35 H 2.9919 0.1218 0.3905
36 H -4.2329 -2.7247 1.9147
37 H 0.7953 -0.7495 3.5647
38 H 0.8749 3.9261 -1.9682
39 H -4.4051 3.0905 -4.3940
40 H -2.6012 -2.7722 2.5136
41 H -1.9108 -1.2538 -1.4835
42 H -0.7396 5.0749 -0.4696
43 H 4.3800 -4.1671 0.6201
44 H -5.2059 3.9962 -3.0958
45 H 4.8668 -2.8167 3.2954
46 H -3.8231 -4.2442 0.1959
47 H -2.7021 1.7179 -0.9856
48 H -3.9788 2.8614 -0.4975
49 H -2.1662 -3.7169 -0.0927
50 H 2.4687 -5.2041 2.9417
51 H -1.1244 -1.0243 2.7156
52 H 2.5391 -0.4504 -1.2002
53 H 0.4997 -0.9649 -1.8782
54 H 3.1273 -2.6316 -0.9115
55 H 2.5615 -2.6701 0.7617
56 H 2.9992 -6.4612 1.0439
57 H 5.9949 -3.6557 1.2152
58 H 3.3178 -7.7198 2.2385
59 H 0.6625 2.4297 -1.0532
60 H 2.1380 -1.4993 2.7186
61 H -0.6334 3.5332 0.3960
62 H -3.7714 6.9529 -1.8793
63 H 5.3601 -1.9375 -0.1924
64 H -5.3130 2.2459 -3.1588
65 H -2.4323 6.0348 -4.8641
66 H 0.3772 2.4393 -2.7893
67 H -3.5219 7.0681 -3.9710
68 H 1.7164 1.6321 2.7650
69 H 3.3475 -6.3058 3.9921
70 H -2.1961 4.1766 0.0139
71 H -4.3455 1.4267 -1.4461
72 H 3.8763 1.4867 2.8562
73 H 4.7336 -1.2416 1.3425
74 H -4.2919 5.3572 -1.3624
75 H -2.7258 6.0402 -0.8704
76 H -2.5515 -4.7173 1.3119

Forces on the atoms, in the same order (eV/Å):
P 1.4 3.6 5.9
O 0.6 -0.4 0.4
O -1.6 -2.3 -2.8
O -0.7 0.4 -0.2
N -0.2 0.6 -0.8
N 0.6 -0.5 0.3
N 0.1 -0.7 -1.9
N -0.4 0.1 0.1
N -0.7 0.0 0.2
C 0.2 -0.9 0.0
C -0.8 0.0 -1.2
C -0.5 -1.3 0.3
C -0.2 -1.4 0.0
C 0.5 0.5 0.6
C -0.3 0.3 0.7
C -0.4 -0.5 0.4
C 0.8 0.9 -0.3
C -0.7 -0.1 -0.1
C -0.3 -0.1 0.8
C 0.5 0.1 0.3
C 0.0 0.7 0.6
C -0.7 0.1 0.1
C -0.9 0.1 -0.3
C 0.5 -0.1 -0.4
C 1.3 0.7 -0.7
C -0.1 0.4 -0.1
C -0.1 -0.2 -0.1
C 0.0 0.0 -0.3
C -0.1 -0.8 -0.6
C 0.9 0.0 -0.5
C 0.3 -1.2 0.1
H 0.1 -0.3 0.1
H -0.1 0.1 0.0
H -0.3 0.0 -0.2
H -0.1 -0.3 0.2
H 0.2 0.5 -0.2
H -0.1 -0.1 -0.4
H 0.0 -0.1 -0.1
H -0.1 0.1 0.0
H 0.1 0.5 -0.3
H 0.0 0.0 0.3
H 0.0 0.0 0.1
H 0.5 -0.1 0.1
H 0.0 0.0 0.0
H -0.1 -0.4 0.0
H 0.2 0.3 0.1
H 0.1 0.3 0.0
H 0.1 0.1 0.0
H -0.1 0.1 0.3
H 0.4 0.3 0.1
H 0.3 0.1 -0.2
H -0.1 0.2 0.3
H 0.1 0.1 0.3
H 0.1 0.1 0.3
H 0.2 0.0 -0.3
H 0.5 0.0 -0.1
H -0.3 0.0 0.2
H 0.1 0.2 -0.2
H -0.2 0.0 0.1
H 0.0 0.2 -0.2
H 0.1 -0.1 -0.1
H 0.0 -0.1 -0.3
H -0.4 0.4 0.1
H 0.2 -0.1 0.1
H 0.0 -0.1 0.1
H 0.0 0.1 0.0
H 0.0 0.0 0.2
H -0.5 -0.5 0.0
H 0.1 0.3 -0.1
H -0.1 0.1 -0.1
H -0.1 0.2 -0.2
H 0.0 -0.1 0.1
H -0.1 -0.1 -0.2
H 0.0 0.0 0.1
H 0.0 -0.2 0.0
H -0.1 0.3 -0.1

---

# 3
ORCA calculation (the ωB97M-V functional and the def2-TZVPD basis) on an isolated ion of composition C5H11O2 and charge -2.

## Properties
Charge: -2
HOMO-LUMO gap (spin up / spin down) (eV): 2.18 / 6.52
Multiplicity: 2
Energy (eV): -9453.8449
<S²>: 0.75

Geometry (Å):
1 O -0.0125 -0.5610 0.3427
2 O 1.1658 -1.0132 -1.7073
3 C 1.0278 -0.6627 2.4878
4 C 1.2343 -0.4665 0.9876
5 C 0.0382 -0.6443 -1.1858
6 C -1.8661 1.0898 -1.1080
7 C -0.4628 0.7583 -1.6163
8 H 0.2664 1.4886 -1.2565
9 H 0.4714 0.1563 2.9638
10 H -0.4359 0.7732 -2.7123
11 H 1.9886 -0.7547 3.0123
12 H -2.1598 2.1298 -1.3049
13 H 1.9258 -1.2194 0.5958
14 H -2.6079 0.4520 -1.5926
15 H -0.8196 -1.3580 -1.3302
16 H 0.4658 -1.5840 2.6699
17 H 1.6924 0.5161 0.7893
18 H -1.9118 0.8995 -0.0351

Forces on the atoms, in the same order (eV/Å):
O 0.1 -0.3 -0.1
O 0.1 0.0 -0.1
C 0.1 0.1 -0.2
C -0.1 0.1 0.0
C -0.1 0.1 0.4
C 0.2 0.1 0.0
C -0.1 0.0 -0.1
H 0.0 0.0 0.0
H 0.0 -0.1 -0.1
H 0.0 0.1 0.0
H -0.1 0.1 0.0
H 0.0 -0.1 0.0
H 0.0 0.0 0.0
H -0.1 -0.1 0.0
H -0.1 0.0 -0.1
H 0.0 0.0 0.1
H 0.1 0.0 0.1
H 0.0 0.1 0.0

---

- Which of these has the highest energy?
  C5H11O2